14
Properties=species:S:1:pos:R:3 method="wB97M-V/def2-TZVPD" e_tot_ha=-747.3765 relative_energy_kj_mol=90.4 multiplicity=3
C 0.46 1.35 0.37
O 1.25 -2.05 -1.05
H 0.50 1.54 2.43
O -0.69 -0.04 1.83
N 1.16 -1.17 -0.24
O 0.07 -0.41 -2.61
O -1.86 0.00 -1.75
O 1.87 -0.95 0.70
N -0.66 -0.18 -1.74
C -0.08 -0.24 -0.33
O 0.79 2.36 -0.22
H -1.97 -0.67 0.40
N -0.89 -0.71 0.61
N 0.04 1.17 1.61



11
Properties=species:S:1:pos:R:3 method="wB97M-V/def2-TZVPD" charge=-1 e_tot_ha=-501.5068 relative_energy_kj_mol=306.0
H 0.06 -0.28 0.83
N 3.27 -1.10 -1.61
N 2.35 0.87 -1.41
O -0.25 2.42 0.93
C 1.67 -0.13 -0.90
O -1.22 2.09 -0.96
N 2.20 -1.35 -0.95
C -0.29 0.34 -0.05
N 3.41 0.22 -1.88
N -0.54 1.70 -0.01
H -0.73 -0.20 -0.86



17
Properties=species:S:1:pos:R:3 method="wB97M-V/def2-TZVPD" charge=-1 e_tot_ha=-952.5976 relative_energy_kj_mol=205.6
O -2.75 1.37 -1.02
C -0.89 -0.87 0.44
N -1.69 1.59 -1.52
H -1.10 -1.27 -0.57
O 1.55 -0.43 2.81
O -1.58 2.38 -2.48
O 1.02 1.77 -2.37
C -0.55 1.11 -0.93
O -0.57 -1.00 3.08
O 2.56 -1.35 0.59
O 1.62 0.81 -0.56
H -1.70 -0.54 1.10
N 1.50 -1.27 0.12
N 0.43 -0.74 2.44
N 0.68 1.26 -1.34
N 0.32 -1.09 1.10
O 1.13 -1.72 -0.90



13
Properties=species:S:1:pos:R:3 method="wB97M-V/def2-TZVPD" e_tot_ha=-631.2584 relative_energy_kj_mol=0.0 multiplicity=3
N 1.48 -0.42 -1.22
O -2.20 -0.01 2.05
O 2.44 2.95 -0.59
N -0.39 -0.90 1.09
H 0.30 -2.01 -1.34
O -0.41 -0.53 3.15
C -0.80 -0.55 -0.21
H -1.71 0.24 -1.63
N -1.87 -0.01 -0.72
N -1.06 -0.41 2.13
N 1.99 1.89 -0.70
N 0.36 -0.99 -1.07
C 1.87 0.74 -0.94



6
Properties=species:S:1:pos:R:3 method="wB97M-V/def2-TZVPD" charge=-1 e_tot_ha=-207.2242 relative_energy_kj_mol=330.3
C -0.71 -0.24 0.21
O 2.78 0.17 -0.99
H 0.24 -0.08 -0.22
C -1.60 0.09 0.95
H -2.48 0.49 1.59
N 1.78 -0.42 -1.53



7
Properties=species:S:1:pos:R:3 method="wB97M-V/def2-TZVPD" charge=-1 e_tot_ha=-282.6888 relative_energy_kj_mol=6.6
O -0.86 0.88 -0.73
H -0.37 -0.99 0.10
H 0.36 1.00 0.16
C -1.13 -0.32 -0.44
C 1.50 0.58 2.05
N 0.98 0.90 1.07
O -2.16 -0.96 -0.68



The records above yield M values of 178.1 128.1 224.1 158.1 56.0 72.0 g mol⁻¹, respectively.